[1]
Density functional theory data (wB97M-V/def2-TZVPD) for a 4-piece molecular cluster, C22H36O13P2 overall at a distorted geometry.

Element x y z (Å)
O -3.543 -1.816 -4.371
C -2.553 -1.949 -3.618
O -2.783 -2.578 -2.367
C -1.122 -1.446 -4.097
C -0.524 -2.231 -5.355
C -0.709 -3.821 -5.324
C 0.664 -4.645 -5.285
C 1.588 -4.598 -4.194
P 1.242 -3.567 -2.633
P 0.986 -4.889 -0.905
O -0.527 -5.062 -0.632
O 1.624 -6.447 -1.117
O 1.618 -4.106 0.490
C 2.967 -5.399 -4.200
O 3.641 -5.552 -3.162
C 3.560 -6.031 -5.546
C 2.627 -6.131 -6.619
C 1.114 -5.612 -6.491
O 0.284 -6.000 -7.351
H -2.724 -1.936 -1.628
H -1.270 -0.352 -4.427
H -0.416 -1.384 -3.197
H -0.956 -1.759 -6.309
H 0.603 -1.987 -5.392
H -1.216 -4.110 -6.317
H -1.364 -4.220 -4.484
H 2.432 -2.787 -2.419
H 0.967 -6.932 -1.668
H 1.659 -3.152 0.243
H 4.641 -6.359 -5.622
H 2.954 -6.591 -7.614
O -1.631 0.221 -1.618
C -2.224 0.931 -0.834
O -1.569 1.896 -0.174
C -2.204 2.910 0.626
C -2.445 2.415 2.034
C -3.673 0.684 -0.517
H -3.114 3.278 0.146
H -1.511 3.754 0.658
H -3.122 1.557 2.050
H -2.874 3.204 2.652
H -1.507 2.085 2.487
H -3.746 -0.086 0.253
H -4.170 0.334 -1.425
H -4.212 1.575 -0.199
O -0.814 4.673 3.029
C -0.730 4.759 4.233
O -1.412 3.907 5.017
C -1.236 3.797 6.439
C -2.089 4.810 7.173
C 0.055 5.869 4.873
H -0.179 3.861 6.709
H -1.561 2.790 6.709
H -1.806 5.834 6.918
H -1.992 4.685 8.253
H -3.140 4.695 6.898
H -0.570 6.761 4.936
H 0.923 6.082 4.247
H 0.445 5.621 5.859
O 3.518 2.781 5.013
C 3.196 2.370 3.922
O 3.486 3.083 2.820
C 3.322 2.600 1.478
C 1.907 2.830 0.992
C 2.386 1.111 3.782
H 3.631 1.556 1.393
H 4.014 3.176 0.859
H 1.180 2.283 1.596
H 1.799 2.513 -0.048
H 1.645 3.889 1.065
H 1.329 1.348 3.914
H 2.697 0.413 4.562
H 2.533 0.596 2.835

**Molar mass**: 570.5 g/mol
**LUMO level**: -1.7 eV
**HOMO level**: -9.5425 eV
**2S+1**: 1
**Kohn-Sham gap**: 7.797 eV
**Max |F|**: 5.033 eV Å⁻¹
**Energy above the lowest of the compared OMol25 structures with the same formula, charge and spin**: 101.5 kcal per mole
**DFT total energy**: -2520.65411 Eh
**SMILES string**: O=C(O)CCCC1=C(PP(=O)(O)O)C(=O)C=CC1=O.CCOC(C)=O.CCOC(C)=O.CCOC(C)=O

Mulliken atomic charge list, values in e, 6 entries:
1. O -0.5902
2. C 0.4101
3. O -0.4352
4. C 0.0791
5. C -0.7982
6. C -0.6239

[2]
Density functional theory data (wB97M-V/def2-TZVPD) for one molecule with the formula C6H16NPSi at a distorted geometry.

Element x y z (Å)
C 0.909 -0.145 0.026
C 0.617 2.340 0.141
C 2.748 1.280 -0.217
C -1.268 -2.612 -0.095
C -1.636 -0.182 1.711
C -1.715 -0.013 -1.666
N 1.362 1.054 0.123
Si -0.961 -0.735 -0.014
P 2.214 -1.617 -0.286
H -0.233 2.118 0.862
H 1.410 3.059 0.702
H 0.276 2.623 -0.811
H 3.151 2.211 0.325
H 3.387 0.495 0.042
H 2.752 1.381 -1.321
H -1.359 -2.968 0.934
H -2.150 -2.707 -0.669
H -0.477 -3.248 -0.480
H -2.151 0.742 1.875
H -2.198 -0.977 2.326
H -0.700 -0.078 2.359
H -1.459 1.151 -1.818
H -1.152 -0.544 -2.465
H -2.797 -0.033 -1.721
H 1.431 -2.596 0.138

**Molar mass**: 161.3 g/mol
**LUMO level**: 0.7 eV
**HOMO level**: -6.8778 eV
**2S+1**: 1
**Kohn-Sham gap**: 7.550 eV
**Max |F|**: 5.276 eV Å⁻¹
**Energy above the lowest of the compared OMol25 structures with the same formula, charge and spin**: 0.0 kcal per mole
**DFT total energy**: -923.71123 Eh
**SMILES string**: [H]/P=C(/N(C)C)[Si](C)(C)C

natural (NBO) atomic charge list, values in e, 6 entries:
1. C -0.2974
2. C -0.4115
3. C -0.4205
4. C -1.0965
5. C -1.1342
6. C -1.0971